1.
Molecular formula: C5H10O
Method: DFT, ωB97M-V with the def2-TZVPD basis set

Values from the calculation:
Frontier orbital gap = 8.63 eV
Spin multiplicity = 1
LUMO energy = 0.018 Eh
HOMO level = -0.2990 Ha

Each atom is followed by the atoms it is bonded to, with distances in Å.
CARTESIAN COORDINATES (ANGSTROEM)
1 C -1.369 -1.792 0.376  C2 1.474, H7 1.094, H8 1.109, H9 1.101
2 C -0.561 -0.888 1.214  C1 1.474, C4 1.495
3 C -0.184 2.035 -1.140  O6 1.405, H10 1.092, H11 1.101, H12 1.101
4 C 0.870 -0.867 0.782  C2 1.495, C5 1.531, H13 1.104, H14 1.098
5 C 1.031 0.535 0.188  C4 1.531, O6 1.412, H15 1.102, H16 1.099
6 O 0.019 0.691 -0.785  C3 1.405, C5 1.412
7 H -2.434 -1.545 0.355  C1 1.094
8 H -1.284 -2.728 0.965  C1 1.109
9 H -0.989 -2.011 -0.634  C1 1.101
10 H -0.963 2.055 -1.906  C3 1.092
11 H 0.731 2.492 -1.546  C3 1.101
12 H -0.517 2.627 -0.274  C3 1.101
13 H 1.172 -1.621 0.034  C4 1.104
14 H 1.536 -0.928 1.652  C4 1.098
15 H 2.028 0.658 -0.264  C5 1.102
16 H 0.911 1.286 0.982  C5 1.099

---

2.
Molecular formula: C5H10O
Method: DFT, ωB97M-V with the def2-TZVPD basis set

Values from the calculation:
Frontier orbital gap = 10.96 eV
Spin multiplicity = 1
SMILES = COCC1CC1
LUMO energy = 0.042 Eh
HOMO level = -0.3604 Ha

Each atom is followed by the atoms it is bonded to, with distances in Å.
CARTESIAN COORDINATES (ANGSTROEM)
1 C -0.375 -1.026 1.676  O6 1.406, H7 1.094, H8 1.102, H9 1.098
2 C 0.450 1.543 -0.353  C3 1.509, C4 1.497, H10 1.086, H16 1.085
3 C 1.391 0.410 -0.681  C2 1.509, C4 1.504, H11 1.087, H12 1.086
4 C -0.032 0.384 -1.169  C2 1.497, C3 1.504, C5 1.524, H13 1.090
5 C -1.099 -0.512 -0.552  C4 1.524, O6 1.414, H14 1.096, H15 1.103
6 O -1.285 -0.353 0.841  C1 1.406, C5 1.414
7 H -0.739 -0.906 2.700  C1 1.094
8 H -0.314 -2.099 1.434  C1 1.102
9 H 0.637 -0.601 1.635  C1 1.098
10 H 0.624 2.506 -0.823  C2 1.086
11 H 2.165 0.610 -1.418  C3 1.087
12 H 1.707 -0.282 0.094  C3 1.086
13 H -0.176 0.547 -2.236  C4 1.090
14 H -2.064 -0.238 -0.995  C5 1.096
15 H -0.916 -1.571 -0.799  C5 1.103
16 H 0.027 1.588 0.645  C2 1.085

---

3.
Molecular formula: C5H10O
Method: DFT, ωB97M-V with the def2-TZVPD basis set

Values from the calculation:
Frontier orbital gap (spin up / spin down) = 8.71 / 8.67 eV
Spin multiplicity = 1
LUMO energy (spin up / spin down) = -0.083 / -0.084 Eh
HOMO level (spin up / spin down) = -0.4036 / -0.4026 Ha

Each atom is followed by the atoms it is bonded to, with distances in Å.
CARTESIAN COORDINATES (ANGSTROEM)
1 O -1.317 -0.707 1.988  no bonds
2 C -1.106 0.153 -0.538  C3 1.520, C6 1.540, H7 1.125, H8 1.096
3 C -0.205 -1.055 -0.736  C2 1.520, C4 1.519, H9 1.095, H10 1.098
4 C 0.823 -0.833 0.358  C3 1.519, C5 1.534, H11 1.096, H12 1.128
5 C 1.130 0.670 0.328  C4 1.534, C6 1.551, H13 1.094, H14 1.096
6 C -0.180 1.330 -0.180  C2 1.540, C5 1.551, H15 1.094, H16 1.095
7 H -1.734 -0.086 0.364  C2 1.125
8 H -1.799 0.358 -1.363  C2 1.096
9 H -0.747 -2.000 -0.616  C3 1.095
10 H 0.263 -1.053 -1.729  C3 1.098
11 H 1.709 -1.477 0.310  C4 1.096
12 H 0.294 -1.069 1.325  C4 1.128
13 H 1.434 1.044 1.310  C5 1.094
14 H 1.957 0.872 -0.363  C5 1.096
15 H -0.639 1.964 0.584  C6 1.094
16 H 0.011 1.965 -1.051  C6 1.095

---

4.
Molecular formula: C5H10O
Method: DFT, ωB97M-V with the def2-TZVPD basis set

Values from the calculation:
Frontier orbital gap (spin up / spin down) = 6.76 / 8.06 eV
Spin multiplicity = 1
LUMO energy (spin up / spin down) = -0.039 / -0.018 Eh
HOMO level (spin up / spin down) = -0.2873 / -0.3139 Ha

Each atom is followed by the atoms it is bonded to, with distances in Å.
CARTESIAN COORDINATES (ANGSTROEM)
1 C 0.124 -0.033 -1.751  C2 1.471, H7 1.098, H8 1.095, H9 1.095
2 C 0.256 -0.301 -0.310  C1 1.471, C3 1.481, C5 1.484
3 C 0.484 -1.686 0.163  C2 1.481, H10 1.098, H11 1.095, H12 1.096
4 C -1.032 1.137 1.233  C5 1.551, H13 1.095, H14 1.098, H15 1.092
5 C 0.360 0.860 0.609  C2 1.484, C4 1.551, O6 1.317, H16 1.128
6 O 0.934 1.835 -0.064  C5 1.317
7 H 1.123 -0.035 -2.207  C1 1.098
8 H -0.462 -0.810 -2.251  C1 1.095
9 H -0.251 0.986 -1.892  C1 1.095
10 H 1.533 -1.965 -0.005  C3 1.098
11 H -0.125 -2.398 -0.403  C3 1.095
12 H 0.287 -1.780 1.237  C3 1.096
13 H -1.737 1.436 0.451  C4 1.095
14 H -1.443 0.281 1.785  C4 1.098
15 H -0.906 1.978 1.918  C4 1.092
16 H 0.988 0.446 1.450  C5 1.128

---

5.
Molecular formula: C5H10O
Method: DFT, ωB97M-V with the def2-TZVPD basis set

Values from the calculation:
Frontier orbital gap (spin up / spin down) = 7.70 / 7.70 eV
Spin multiplicity = 1
LUMO energy (spin up / spin down) = -0.009 / -0.009 Eh
HOMO level (spin up / spin down) = -0.2917 / -0.2917 Ha

Each atom is followed by the atoms it is bonded to, with distances in Å.
CARTESIAN COORDINATES (ANGSTROEM)
1 C -2.394 0.407 -0.080  C2 1.537, H7 1.095, H8 1.096, H9 1.095
2 C -1.055 -0.348 -0.108  C1 1.537, C3 1.503, H10 1.093, H11 1.096
3 C 0.053 0.664 -0.012  C2 1.503, H12 1.085, H13 1.083
4 C 1.769 -1.021 0.363  C5 1.390, H14 1.085, H15 1.090
5 C 2.560 0.056 -0.021  C4 1.390, O6 1.257, H16 1.102
6 O 2.065 1.055 -0.603  C5 1.257
7 H -3.228 -0.299 -0.154  C1 1.095
8 H -2.513 0.973 0.850  C1 1.096
9 H -2.472 1.109 -0.918  C1 1.095
10 H -0.992 -1.066 0.714  C2 1.093
11 H -0.984 -0.911 -1.046  C2 1.096
12 H -0.014 1.431 -0.776  C3 1.085
13 H 0.290 1.046 0.973  C3 1.083
14 H 1.136 -1.413 -0.428  C4 1.085
15 H 2.134 -1.762 1.074  C4 1.090
16 H 3.644 0.079 0.174  C5 1.102

---

6.
Molecular formula: C5H10O
Method: DFT, ωB97M-V with the def2-TZVPD basis set

Values from the calculation:
Frontier orbital gap = 10.42 eV
Spin multiplicity = 1
SMILES = C[C@H]1CCC1=O.[H][H]
LUMO energy = 0.034 Eh
HOMO level = -0.3487 Ha

Each atom is followed by the atoms it is bonded to, with distances in Å.
CARTESIAN COORDINATES (ANGSTROEM)
1 C 1.250 -0.961 0.411  C2 1.520, H7 1.095, H8 1.096, H9 1.095
2 C 0.351 0.264 0.442  C1 1.520, C3 1.555, C5 1.530, H10 1.099
3 C 0.664 1.478 -0.477  C2 1.555, C4 1.551, H11 1.092, H12 1.095
4 C -0.812 1.528 -0.949  C3 1.551, C5 1.528, H13 1.096, H14 1.094
5 C -0.995 0.166 -0.280  C2 1.530, C4 1.528, O6 1.202
6 O -1.817 -0.705 -0.381  C5 1.202
7 H 0.803 -1.784 0.977  C1 1.095
8 H 1.402 -1.306 -0.618  C1 1.096
9 H 2.232 -0.738 0.843  C1 1.095
10 H 0.179 0.593 1.475  C2 1.099
11 H 1.042 2.374 0.021  C3 1.092
12 H 1.349 1.207 -1.287  C3 1.095
13 H -1.405 2.305 -0.454  C4 1.096
14 H -1.014 1.560 -2.023  C4 1.094
15 H -1.587 -3.299 1.358  H16 0.746
16 H -1.645 -2.683 0.941  H15 0.746

---

Molar mass, respectively: 86.1, 86.1, 86.1, 86.1, 86.1, 86.1 g/mol.
Energy above the lowest of the compared OMol25 structures with the same formula, charge and spin, respectively: 4.284, 1.727, 5.452, 3.474, 4.488, 1.669 eV.
E_tot, respectively: -271.5952, -271.6891, -271.5523, -271.6250, -271.5877, -271.6913 Ha.